Here is a molecular structure, C16H20BeK4N4O8S2 at a distorted geometry from the Open Molecules 2025 dataset. Energies are from wB97M-V/def2-TZVPD.

Geometry as XYZ:
```
55
Properties=species:S:1:pos:R:3:forces:R:3
K -4.480359 -0.814898 -1.982531 0.18 0.04 0.02
K 2.590496 6.055640 0.158380 -0.11 -0.22 0.20
K -0.592976 -0.051402 7.936519 0.01 0.16 -0.07
K 5.849412 0.562234 4.096552 -0.15 0.16 -0.03
Be -2.560840 4.194519 3.535197 0.04 -0.04 -0.01
S 2.997034 5.058171 6.263564 1.44 -0.63 -0.20
O 3.325577 6.224151 7.090439 -0.24 0.16 0.51
O 3.245690 3.813991 7.009987 0.21 -0.15 0.25
O 1.556475 5.143904 6.024333 -0.66 0.36 -0.69
O 3.835115 5.081101 5.056566 -0.79 -0.18 -0.23
S 0.468525 0.956821 1.128801 -1.54 0.05 -0.22
O -0.311094 2.033066 0.510914 -0.15 0.23 -0.53
O 0.194940 0.945783 2.576094 -0.02 -0.16 1.43
O 0.062756 -0.360562 0.614411 0.20 0.01 -0.26
O 1.886611 1.238495 0.986475 1.60 0.06 -0.25
N -4.086410 -3.809874 4.199656 -0.10 0.77 -0.39
C -2.893419 -4.451030 4.338685 -0.18 -1.01 0.97
C -3.162549 -5.700993 4.938004 1.41 1.70 -1.19
C -4.532603 -5.758479 5.099949 -1.94 0.13 -0.08
C -5.139055 -4.588201 4.600047 1.35 -1.14 1.43
H -4.130846 -2.828191 3.966360 -0.22 -0.32 -0.14
H -1.974394 -3.942000 4.088304 -0.05 -0.20 -0.11
H -2.414241 -6.447947 5.158201 -0.19 0.01 0.06
H -5.045454 -6.587187 5.565375 -0.18 0.09 -0.15
H -6.139678 -4.221555 4.775324 0.13 0.03 -0.41
N 4.143167 -4.982604 0.619688 1.35 -0.25 -0.54
C 5.326348 -4.414225 0.200985 -1.10 2.19 0.06
C 6.400006 -5.157030 0.598528 0.54 1.85 -1.44
C 5.872430 -6.309238 1.088925 -1.26 -2.24 1.75
C 4.491641 -6.192135 1.135904 0.06 -0.84 0.83
H 3.265543 -4.483253 0.597057 0.10 -0.59 -0.07
H 5.204225 -3.468125 -0.305343 0.55 0.10 0.05
H 7.429461 -4.837039 0.533381 -0.05 -0.29 -0.30
H 6.414399 -7.152363 1.491156 -0.07 0.00 -0.05
H 3.803710 -6.869525 1.619924 -0.13 0.12 -0.27
N 0.728481 -1.970946 -4.882867 -0.67 1.31 -0.95
C 0.965051 -2.983419 -5.752242 0.36 -1.57 -0.09
C 0.581866 -2.683983 -7.046808 -0.46 1.47 1.58
C 0.070393 -1.347475 -6.926569 -0.15 0.37 0.72
C 0.165430 -0.902581 -5.599131 0.24 -1.47 -0.91
H 0.836683 -2.027500 -3.880272 0.15 0.08 -0.36
H 1.374100 -3.889136 -5.329440 0.04 -0.10 -0.26
H 0.553048 -3.270811 -7.953017 0.30 -0.12 0.33
H -0.372452 -0.799725 -7.745265 0.13 0.19 0.11
H -0.089588 0.035040 -5.127729 0.05 -0.14 -0.09
N -2.803597 8.265387 -3.665668 0.07 0.72 -0.35
C -3.232326 7.094810 -4.178009 -2.71 -0.24 -1.82
C -4.260442 7.427165 -5.177132 3.36 -0.76 1.61
C -4.194555 8.828056 -5.299554 -1.76 -0.09 -0.15
C -3.385132 9.315737 -4.336143 1.18 0.50 1.37
H -2.095091 8.443561 -2.968256 -0.25 -0.47 -0.14
H -2.900139 6.149407 -3.775199 -0.06 0.06 -0.15
H -4.790202 6.778002 -5.858539 0.09 -0.19 0.33
H -4.890143 9.380387 -5.913944 0.31 0.22 -0.05
H -3.161024 10.278004 -3.900028 -0.23 0.26 -0.66
```
Positions in Å, forces in eV/Å.

Gap between HOMO and LUMO: 2.059 eV
Total charge: +2
E_LUMO: -8.441 eV

Table of Mulliken atomic charges, one value per atom, all in e:
1 K 0.99
2 K 0.99
3 K 0.99
4 K 0.99
5 Be -0.02
6 S 1.32
7 O -0.45
8 O -0.58
9 O -0.46
10 O -0.61
11 S 1.33
12 O -0.68
13 O -0.56
14 O -0.64
15 O -0.64
16 N -0.02
17 C -0.42
18 C -0.42
19 C -0.33
20 C -0.56
21 H 0.22
22 H 0.41
23 H 0.39
24 H 0.39
25 H 0.35
26 N -0.01
27 C -0.37
28 C -0.48
29 C -0.31
30 C -0.56
31 H 0.21
32 H 0.39
33 H 0.39
34 H 0.38
35 H 0.37
36 N -0.01
37 C -0.41
38 C -0.48
39 C -0.19
40 C -0.64
41 H 0.21
42 H 0.37
43 H 0.38
44 H 0.37
45 H 0.40
46 N 0.00
47 C -0.44
48 C -0.38
49 C -0.49
50 C -0.31
51 H 0.19
52 H 0.35
53 H 0.36
54 H 0.37
55 H 0.36